DFT (the ωB97M-V functional and the def2-TZVPD basis) results for a structure of composition C29H17BrCl2LuN6O12S2 in a non-equilibrium geometry.

Results
- Gap between HOMO and LUMO: 7.2905 eV
- E: -214241.4200 eV
- Energy above the lowest of the compared OMol25 structures with the same formula, charge and spin: 180.7 kJ/mol

```
! RIJCOSX wB97M-V def2-TZVPD def2/J DEFGRID3
* xyz -1 1
Lu -0.254 -0.728 1.196
Br 1.425 2.744 2.844
Cl 0.820 -3.091 -5.834
Cl -0.319 -5.071 -0.978
S 3.529 -1.256 4.161
S 0.475 -1.247 3.816
O -3.702 0.836 -0.210
O 3.701 3.290 -1.726
O 7.402 0.293 -2.363
O 7.266 -1.730 -1.660
O 2.010 2.660 -0.564
O 1.516 -1.886 0.825
O 1.013 -2.568 3.920
O -0.720 -2.310 -0.279
O 3.102 -3.398 0.351
O -0.868 -1.138 3.246
O -0.145 0.387 -0.694
O -2.348 -0.499 0.968
N -0.888 1.741 1.705
N 3.469 0.286 2.102
N 1.338 -0.239 2.901
N 3.090 2.462 -1.081
N 0.880 1.650 8.946
N 6.803 -0.622 -1.830
C -2.337 4.123 1.969
C 0.252 -3.937 -3.333
C -0.099 -3.747 -2.031
C -0.306 -2.438 -1.456
C 1.296 -0.336 7.646
C 2.672 -0.329 2.924
C 4.777 0.061 2.388
C 0.264 -1.553 -3.708
C 5.024 -0.727 3.456
C -2.894 3.013 1.360
C 1.165 -1.032 6.462
C -0.365 2.828 2.252
C -2.147 1.846 1.255
C 3.677 1.156 -0.954
C -0.045 -1.329 -2.347
C -0.075 0.001 -1.878
C 5.466 -0.369 -1.361
C 2.629 -2.276 0.352
C 4.722 -1.406 -0.792
C -2.800 0.608 0.580
C 2.956 0.151 -0.317
C 0.414 -0.501 5.429
C 0.411 -2.823 -4.177
C 4.940 0.910 -1.478
C -0.262 0.697 5.589
C -0.139 1.392 6.774
C 3.460 -1.146 -0.291
C -1.035 4.032 2.426
C 0.688 0.914 7.795
H 1.970 0.368 0.082
H 5.523 0.525 1.768
H 5.964 -1.022 3.874
H -0.536 4.857 2.910
H 0.022 0.774 -2.662
H 1.706 1.406 9.469
H 5.506 1.696 -1.958
H 5.122 -2.409 -0.741
H 0.392 -4.932 -3.719
H 0.396 -0.701 -4.359
H -0.662 2.325 6.915
H 1.886 -0.746 8.452
H -2.890 5.044 2.076
H 1.649 -1.984 6.311
H -3.892 3.012 0.950
H -0.880 1.064 4.782
H 0.728 2.643 8.855
*
```